Molecular formula: C6H5B
Method: DFT, the ωB97M-V functional and the def2-TZVPD basis

Geometry as ORCA input:
```
! wB97M-V def2-TZVPD RIJCOSX def2/J DEFGRID3
* xyz 0 1
B 2.163 -0.963 -0.017
C 0.713 -0.279 0.052
C 0.640 1.061 0.006
C 0.576 2.240 -0.023
C -0.500 -1.020 0.082
C -1.763 -0.426 -0.012
C -2.891 0.026 -0.089
H 2.068 -2.102 -0.064
H 2.875 -0.101 -0.303
H 0.395 3.193 0.138
H -0.410 -2.026 0.003
H -3.866 0.396 0.228
*
```

E_HOMO: -8.782 eV
SMILES string: B/C(C#C)=C/C#C
Gap between HOMO and LUMO: 7.660 eV
LUMO: -1.12 eV

Molecular formula: C28H26BrIN3PPdS
Method: DFT, the ωB97M-V functional and the def2-TZVPD basis

Geometry as ORCA input:
```
! wB97M-V def2-TZVPD RIJCOSX def2/J DEFGRID3
* xyz 4 5
Pd 0.105 -0.149 0.161
C 4.842 -2.444 -0.899
N 4.234 -2.078 0.403
C 4.896 -2.013 1.566
C 3.980 -1.697 2.553
N 2.763 -1.580 1.967
C 2.911 -1.778 0.606
S 1.819 -1.642 -0.637
C 1.527 -1.561 2.730
C 1.539 -2.114 3.995
C 0.361 -2.117 4.727
C -0.784 -1.594 4.153
C -0.703 -1.085 2.873
N 0.437 -1.055 2.162
H 5.918 -2.485 -0.767
H 4.591 -1.697 -1.646
H 4.471 -3.419 -1.205
H 5.960 -2.185 1.647
H 4.144 -1.549 3.608
H 2.430 -2.564 4.410
H 0.345 -2.539 5.724
H -1.726 -1.587 4.685
H -1.575 -0.666 2.388
C 2.034 2.912 0.832
P 1.339 2.254 -0.704
C 1.598 3.445 -1.972
C 0.534 4.059 -2.673
C 0.817 5.064 -3.566
C 2.146 5.427 -3.817
C 3.203 4.801 -3.149
C 2.940 3.803 -2.245
C -0.430 1.963 -0.491
C -1.092 2.215 0.730
C -2.473 2.075 0.804
C -3.201 1.664 -0.310
C -2.552 1.346 -1.493
C -1.170 1.462 -1.586
H 1.497 3.821 1.110
H 3.077 3.174 0.654
H 1.982 2.179 1.635
H -0.496 3.795 -2.482
H 0.010 5.583 -4.065
H 2.358 6.201 -4.543
H 4.224 5.099 -3.344
H 3.762 3.302 -1.747
H -0.548 2.604 1.581
H -2.988 2.337 1.721
H -4.281 1.605 -0.251
H -3.118 1.022 -2.358
H -0.672 1.261 -2.528
Br -3.955 -2.688 -3.660
C -4.619 -3.193 -2.055
C -5.955 -3.700 -2.045
C -6.509 -4.103 -0.872
C -5.750 -4.013 0.320
C -4.422 -3.517 0.328
C -3.846 -3.099 -0.834
I -1.846 -2.471 -0.818
H -6.506 -3.760 -2.975
H -7.517 -4.495 -0.849
H -6.194 -4.339 1.253
H -3.868 -3.494 1.256
*
```

E_HOMO (spin up / spin down): -18.498 / -18.985 eV
<S²>: 6.0660
Gap between HOMO and LUMO (spin up / spin down): 7.783 / 4.841 eV
LUMO (spin up / spin down): -10.72 / -14.14 eV

Molecular formula: C4H9N2S
Method: DFT, the ωB97M-V functional and the def2-TZVPD basis

Geometry as ORCA input:
```
! wB97M-V def2-TZVPD RIJCOSX def2/J DEFGRID3
* xyz 1 1
C 1.010 -0.095 -0.830
C 2.587 0.721 0.469
C -2.967 -0.756 -0.050
C 2.157 -0.553 0.880
N 1.847 1.004 -0.655
N 1.331 -1.148 0.043
S -2.182 0.876 0.078
H 0.694 -0.466 -1.797
H -0.079 0.376 -0.586
H 3.247 1.406 0.911
H -2.426 -1.630 0.219
H -3.259 -0.761 -1.172
H -3.710 -0.746 0.755
H -2.586 1.163 1.277
H 2.533 -1.192 1.624
H 1.803 1.800 -1.167
*
```

E_HOMO: -12.853 eV
Gap between HOMO and LUMO: 6.945 eV
LUMO: -5.91 eV

Molecular formula: C6H10N3
Method: DFT, the ωB97M-V functional and the def2-TZVPD basis

Geometry as ORCA input:
```
! wB97M-V def2-TZVPD RIJCOSX def2/J DEFGRID3
* xyz 1 1
C -3.141 -0.792 -0.252
C -1.556 -1.030 -0.237
C -0.166 -0.454 0.020
N 0.976 -1.170 -0.107
C 1.988 -0.343 -0.053
C 3.414 -0.598 -0.111
N 1.526 0.947 0.225
N 0.196 0.861 0.232
C -0.562 2.060 0.559
H -3.752 -1.499 0.344
H -3.242 -1.278 -1.368
H -3.438 0.259 -0.035
H -1.415 -2.050 -0.489
H 3.630 -1.639 -0.581
H 3.945 -0.530 0.917
H 3.868 0.193 -0.731
H -0.300 2.707 -0.223
H -1.647 1.815 0.395
H -0.322 2.540 1.494
*
```

E_HOMO (spin up / spin down): -14.374 / -14.371 eV
SMILES string: C/C=C1/N=C(C)N=[N+]1C
Gap between HOMO and LUMO (spin up / spin down): 7.592 / 7.585 eV
LUMO (spin up / spin down): -6.78 / -6.79 eV

Molecular formula: CH2FIS
Method: DFT, the ωB97M-V functional and the def2-TZVPD basis

Geometry as ORCA input:
```
! wB97M-V def2-TZVPD RIJCOSX def2/J DEFGRID3
* xyz 0 1
C 0.106 0.501 -2.260
F 0.774 0.689 -3.414
S 0.286 -0.667 1.545
I -0.886 2.175 -1.599
H 0.255 -0.396 -1.655
H 0.570 -1.453 2.575
*
```

E_HOMO (spin up / spin down): -10.177 / -8.117 eV
Gap between HOMO and LUMO (spin up / spin down): 10.282 / 5.415 eV
LUMO (spin up / spin down): 0.11 / -2.70 eV

Molecular formula: C5H33N2O11
Method: DFT, the ωB97M-V functional and the def2-TZVPD basis

Geometry as ORCA input:
```
! wB97M-V def2-TZVPD RIJCOSX def2/J DEFGRID3
* xyz 1 1
N 1.446 1.540 0.128
C -0.027 1.346 0.040
C -0.759 1.408 1.373
C -1.383 2.778 1.718
C -2.357 3.248 0.648
C -0.220 0.018 -0.658
N -1.427 -0.426 -1.048
O 0.742 -0.754 -0.719
H 1.700 2.517 0.042
H 1.789 1.285 1.066
H 2.011 0.974 -0.542
H -0.442 2.121 -0.604
H -0.469 0.973 2.330
H -1.652 0.788 1.219
H -1.810 2.752 2.717
H -0.585 3.527 1.849
H -3.232 2.633 0.440
H -1.800 3.576 -0.232
H -2.808 4.211 0.899
H -1.299 -1.292 -1.561
H -2.172 0.165 -1.380
H 2.086 -3.632 -0.748
H 1.197 -2.437 -0.557
O 1.201 -3.409 -0.437
H 1.121 -1.503 -2.506
H 2.397 -2.155 -3.147
O 1.941 -1.327 -2.995
H 2.974 0.128 2.404
H 1.585 -0.414 2.774
O 2.127 0.382 2.783
H 3.319 -0.910 -0.439
H 4.172 0.026 -1.222
O 3.517 0.031 -0.512
H -1.007 -1.971 3.614
H -1.576 -3.178 3.060
O -1.693 -2.610 3.830
H -3.571 -0.095 2.366
H -2.605 -1.379 2.654
O -2.735 -0.533 2.208
H 2.617 0.617 -2.883
H 2.432 1.956 -3.450
O 2.702 1.547 -2.617
H -1.848 2.855 -2.729
H -2.649 1.716 -3.379
O -1.909 1.899 -2.792
H 0.529 -3.000 1.768
H -0.736 -2.384 1.020
O -0.152 -2.324 1.779
H -0.934 -4.064 -2.594
H 0.485 -3.794 -2.220
O -0.232 -3.425 -2.761
*
```

E_HOMO: -13.681 eV
Gap between HOMO and LUMO: 11.029 eV
LUMO: -2.65 eV